(1)
# C5H10O

A single C5H10O molecule in a non-equilibrium geometry (ωB97M-V/def2-TZVPD, OMol25).

- Energy above the lowest of the compared OMol25 structures with the same formula, charge and spin: 135.5 kJ/mol
- Frontier orbital gap: 10.576 eV
- HOMO energy: -9.6 eV
- Energy: -7393.3607 eV
- Max |F|: 4.7 eV/Å

```
16
Properties=species:S:1:pos:R:3:forces:R:3
C -1.140 -1.170 -0.184 -0.02 -0.02 -0.06
C -0.228 0.042 -0.073 -0.68 0.21 0.33
C -1.014 1.334 0.085 -0.07 0.03 -0.02
C 0.954 -0.121 0.914 0.03 -1.06 -1.49
C 1.780 -0.110 -0.492 0.24 1.40 4.49
O 0.644 0.132 -1.227 -1.16 0.11 -0.92
H -1.819 -1.061 -1.037 0.10 0.01 0.10
H -1.745 -1.286 0.724 0.12 0.06 -0.11
H -0.556 -2.084 -0.328 -0.04 0.13 0.03
H -1.687 1.480 -0.767 0.09 -0.03 0.10
H -0.338 2.194 0.137 -0.06 -0.14 -0.01
H -1.617 1.313 1.001 0.10 -0.04 -0.12
H 0.991 -1.079 1.437 -0.17 0.13 0.02
H 1.085 0.697 1.626 0.24 -0.02 -0.36
H 2.279 -1.032 -0.663 0.65 -0.61 -0.54
H 2.404 0.760 -0.260 0.62 -0.15 -1.44
```
Positions in Å, forces in eV/Å.

These are the Mulliken partial charges, in e, on atoms 1 to 2: -1.56, 1.68

(2)
# C5H10O

A 2-piece molecular cluster, C5H10O overall (ωB97M-V/def2-TZVPD, OMol25).

- Energy above the lowest of the compared OMol25 structures with the same formula, charge and spin: 158.0 kJ/mol
- Frontier orbital gap: 10.273 eV
- HOMO energy: -9.3 eV
- Energy: -7393.1273 eV
- Max |F|: 0.4 eV/Å

```
16
Properties=species:S:1:pos:R:3:forces:R:3
O -1.459 0.326 1.139 -0.20 -0.20 0.15
C -1.173 0.259 -0.250 0.06 0.03 -0.36
C -0.449 -1.057 -0.616 -0.02 0.01 -0.01
C 1.009 -0.672 -0.579 0.06 0.18 -0.01
C 1.169 0.649 -0.536 0.00 -0.21 -0.06
C -0.153 1.373 -0.537 -0.05 0.03 -0.02
H -2.061 -0.400 1.349 0.12 0.15 0.05
H -2.098 0.390 -0.830 0.14 -0.01 0.11
H -0.706 -1.855 0.094 0.05 0.11 -0.10
H -0.735 -1.410 -1.616 0.02 0.05 0.14
H 1.939 -0.794 2.685 -0.15 0.07 -0.12
H 1.815 -1.400 -0.599 -0.10 0.11 0.00
H 1.475 -0.521 2.164 0.15 -0.09 0.19
H 2.125 1.164 -0.523 -0.12 -0.09 0.00
H -0.229 2.149 0.232 0.01 -0.09 -0.11
H -0.340 1.849 -1.510 0.02 -0.05 0.14
```
Positions in Å, forces in eV/Å.

These are the Mulliken partial charges, in e, on atoms 1 to 2: -0.57, 0.13

(3)
# C5H10O

A single C5H10O molecule in a non-equilibrium geometry (ωB97M-V/def2-TZVPD, OMol25).

- Energy above the lowest of the compared OMol25 structures with the same formula, charge and spin: 156.0 kJ/mol
- Frontier orbital gap: 11.155 eV
- HOMO energy: -10.0 eV
- Energy: -7393.1484 eV
- Max |F|: 2.5 eV/Å

```
16
Properties=species:S:1:pos:R:3:forces:R:3
C 0.408 1.769 -0.945 0.51 0.68 -0.24
C 0.040 0.341 -0.769 -0.68 -1.22 -1.05
C -0.343 -0.012 0.642 -0.01 -0.94 0.95
C 0.671 -0.831 1.378 0.45 0.82 1.70
C -0.424 -1.541 0.715 -0.70 -0.98 -0.21
H 0.689 2.064 -1.954 0.03 -0.34 -0.17
H -0.467 2.352 -0.704 -0.33 0.30 0.22
H 1.214 2.074 -0.284 0.13 -0.07 0.17
H 0.813 -0.452 -1.150 -0.89 1.66 0.80
H -1.463 -0.801 -1.290 0.48 2.30 -0.85
H -0.976 0.620 1.321 0.28 -0.59 -1.38
H 1.627 -0.755 0.963 1.37 -0.47 -0.73
H 0.744 -0.778 2.485 -0.47 -0.07 -0.84
H -1.147 -2.016 1.362 -0.11 0.11 0.06
H -0.226 -2.170 -0.191 -0.10 0.90 0.78
O -1.162 0.134 -1.577 0.05 -2.09 0.80
```
Positions in Å, forces in eV/Å.

These are the Mulliken partial charges, in e, on atoms 1 to 2: -1.47, 0.46

(4)
# C5H10O

A 2-piece molecular cluster, C5H10O overall (ωB97M-V/def2-TZVPD, OMol25).

- Energy above the lowest of the compared OMol25 structures with the same formula, charge and spin: 268.1 kJ/mol
- Frontier orbital gap: 9.714 eV
- HOMO energy: -8.6 eV
- Energy: -7391.9868 eV
- Max |F|: 0.3 eV/Å

```
16
Properties=species:S:1:pos:R:3:forces:R:3
C -1.983 0.331 1.365 -0.27 -0.05 0.02
O -0.618 0.703 1.392 0.17 -0.01 -0.08
C 0.134 0.002 0.532 0.09 -0.06 -0.03
C -0.058 -1.016 -0.320 -0.16 -0.04 0.04
C 1.391 -0.989 -0.772 0.13 -0.09 -0.14
C 1.591 0.197 0.226 0.07 0.13 0.09
H -2.102 -0.730 1.616 0.02 0.11 0.01
H -2.406 0.509 0.370 0.03 -0.01 0.09
H -2.498 0.948 2.101 0.06 -0.09 -0.08
H 0.033 1.805 -2.418 0.05 0.12 -0.11
H -0.905 -1.634 -0.599 0.13 0.12 0.05
H -0.244 1.312 -1.942 -0.05 -0.11 0.10
H 1.552 -0.715 -1.821 -0.01 -0.04 0.14
H 1.987 -1.880 -0.540 -0.12 0.16 -0.03
H 2.285 0.000 1.050 -0.12 0.03 -0.10
H 1.841 1.157 -0.239 -0.03 -0.15 0.06
```
Positions in Å, forces in eV/Å.

These are the Mulliken partial charges, in e, on atoms 1 to 2: -0.76, -0.42

(5)
# C5H10O

A 2-piece molecular cluster, C5H10O overall in a non-equilibrium geometry (ωB97M-V/def2-TZVPD, OMol25).

- Energy above the lowest of the compared OMol25 structures with the same formula, charge and spin: 399.7 kJ/mol
- Frontier orbital gap (spin up / spin down): 7.868 / 8.270 eV
- HOMO energy (spin up / spin down): -7.0 / -7.2 eV
- Energy: -7390.6229 eV
- Max |F|: 1.2 eV/Å

```
16
Properties=species:S:1:pos:R:3:forces:R:3
C -0.068 0.686 1.816 0.00 0.06 0.06
C -0.146 -0.381 0.714 -0.07 -0.10 0.05
C -1.036 0.073 -0.471 -0.13 -0.02 -0.04
C -0.023 0.697 -1.377 -0.95 0.29 -0.16
O 1.165 0.293 -1.039 1.14 0.02 -0.29
C 1.186 -0.527 0.014 -0.10 -0.06 0.52
H -1.059 0.874 2.248 0.14 -0.04 -0.07
H 0.602 0.368 2.622 -0.09 0.05 -0.12
H 0.309 1.632 1.409 -0.05 -0.13 0.05
H -0.511 -1.322 1.136 0.08 0.13 -0.05
H -1.499 -0.802 -0.957 0.06 0.12 0.08
H -1.841 0.752 -0.169 0.13 -0.10 -0.04
H -0.115 1.236 -2.307 -0.02 -0.08 0.13
H 0.226 -1.742 -2.540 0.05 -0.08 0.07
H 0.553 -1.986 -1.910 -0.07 0.00 -0.16
H 2.156 -0.578 0.494 -0.12 -0.06 -0.03
```
Positions in Å, forces in eV/Å.

These are the Mulliken partial charges, in e, on atoms 1 to 2: -1.43, 0.60

(6)
# C5H10O

A single C5H10O molecule in a non-equilibrium geometry (ωB97M-V/def2-TZVPD, OMol25).

- Energy above the lowest of the compared OMol25 structures with the same formula, charge and spin: 123.3 kJ/mol
- Frontier orbital gap: 10.601 eV
- HOMO energy: -9.6 eV
- Energy: -7393.4872 eV
- Max |F|: 1.5 eV/Å

```
16
Properties=species:S:1:pos:R:3:forces:R:3
C 1.634 -0.368 -0.143 0.69 0.13 1.27
O 2.119 -0.279 1.241 -0.56 0.16 -0.85
C 0.297 -1.090 -0.103 0.64 -0.11 -0.69
C -0.923 -0.285 0.339 0.01 -0.56 0.33
C -1.219 0.856 -0.574 -0.26 0.48 -0.06
C -2.410 1.344 -0.887 -0.47 -0.11 -0.39
H 1.616 0.638 -0.566 -0.37 0.05 0.06
H 2.420 -0.881 -0.705 -0.45 -0.38 -0.18
H 3.051 -0.467 1.188 0.43 0.03 0.26
H 0.450 -1.982 0.503 -0.11 0.08 0.30
H 0.110 -1.493 -1.102 -0.16 0.18 -0.14
H -1.726 -1.024 0.383 -0.37 0.30 -0.19
H -0.857 0.078 1.369 0.45 0.03 -0.03
H -0.362 1.392 -0.973 0.08 -0.13 -0.05
H -2.552 2.154 -1.591 0.35 0.17 0.10
H -3.356 0.939 -0.549 0.11 -0.32 0.26
```
Positions in Å, forces in eV/Å.

These are the Mulliken partial charges, in e, on atoms 1 to 2: -0.42, -0.53

(7)
# C5H10O

C5H10O as an isolated structure (ωB97M-V/def2-TZVPD, OMol25).

- Energy above the lowest of the compared OMol25 structures with the same formula, charge and spin: 497.1 kJ/mol
- Frontier orbital gap: 8.624 eV
- HOMO energy: -7.9 eV
- Energy: -7389.6137 eV
- Max |F|: 0.5 eV/Å

```
16
Properties=species:S:1:pos:R:3:forces:R:3
C -1.631 1.020 0.177 0.02 0.06 -0.06
C -1.500 -0.488 0.380 0.00 -0.04 -0.06
C -0.059 -0.907 0.676 0.05 0.08 0.03
C 0.957 -0.937 -0.441 -0.09 -0.26 0.23
C 2.285 0.422 -0.938 0.13 0.21 0.17
O 2.214 -0.611 0.024 0.13 -0.30 0.02
H -1.036 1.346 -0.684 -0.08 0.00 0.09
H -1.272 1.569 1.057 -0.05 -0.11 -0.13
H -2.671 1.312 0.002 0.17 -0.05 0.01
H -1.872 -1.025 -0.501 0.08 0.08 0.08
H -2.133 -0.796 1.224 0.17 0.03 -0.18
H -0.049 -1.984 0.927 0.02 0.15 0.03
H 0.329 -0.376 1.553 -0.03 0.04 -0.06
H 1.220 -0.239 -1.543 0.01 0.46 0.01
H 3.242 0.405 -1.471 -0.32 -0.05 -0.08
H 2.025 1.402 -0.532 -0.21 -0.30 -0.10
```
Positions in Å, forces in eV/Å.

These are the Mulliken partial charges, in e, on atoms 1 to 2: -1.13, -0.33